Record 1
DFT (the ωB97M-V functional and the def2-TZVPD basis) results for a molecular structure, C5H10O.

Values from the calculation:
Lowest unoccupied orbital energy in eV: 1.10
Electronic energy in a.u.: -271.711882
Max |F| in eV Å⁻¹: 0.397

Geometry as ORCA input:
```
! RIJCOSX wB97M-V def2-TZVPD def2/J DEFGRID3
* xyz 0 1
C -1.569 0.716 -0.184
C -0.633 -0.184 0.599
C -0.245 -1.571 0.076
O 1.109 -1.391 0.519
C 0.897 0.036 0.619
C 1.526 0.742 -0.568
H -1.660 1.700 0.292
H -2.575 0.282 -0.229
H -1.232 0.873 -1.214
H -0.983 -0.280 1.635
H -0.301 -1.652 -1.021
H -0.724 -2.448 0.525
H 1.302 0.435 1.558
H 2.612 0.613 -0.525
H 1.303 1.816 -0.570
H 1.173 0.313 -1.513
*
```

Charges obtained by Löwdin population analysis, quoted in units of e:
1. C -0.07
2. C -0.29
3. C -0.16
4. O -0.09
5. C -0.34
6. C -0.05
7. H 0.08
8. H 0.08
9. H 0.07
10. H 0.14
11. H 0.12
12. H 0.12
13. H 0.14
14. H 0.08
15. H 0.08
16. H 0.08



Record 2
DFT (the ωB97M-V functional and the def2-TZVPD basis) results for 2 unconnected molecules or ions with the total composition C5H8N2O3 in a non-equilibrium geometry.

Values from the calculation:
Lowest unoccupied orbital energy in eV: 0.79
Electronic energy in a.u.: -530.339788
Max |F| in eV Å⁻¹: 4.758

Geometry as ORCA input:
```
! RIJCOSX wB97M-V def2-TZVPD def2/J DEFGRID3
* xyz 0 1
C 2.805 -2.111 0.673
C -2.531 0.183 -0.020
C -1.673 1.222 -0.752
C -1.222 -0.567 0.255
C 0.850 0.617 -0.611
N -0.483 0.407 -0.516
N 1.750 0.164 0.195
O 3.381 -2.306 1.636
O 3.094 0.257 -0.238
O 1.564 -0.455 1.297
H 3.500 -0.488 0.140
H -3.104 0.498 0.870
H -3.245 -0.228 -0.740
H -2.057 1.287 -1.834
H -1.726 2.261 -0.213
H -0.894 -0.504 1.409
H -1.121 -1.526 -0.081
H 1.111 1.288 -1.469
*
```

Charges obtained by Löwdin population analysis, quoted in units of e:
1. C 0.00
2. C -0.15
3. C -0.16
4. C -0.14
5. C -0.05
6. N -0.09
7. N -0.28
8. O 0.07
9. O 0.04
10. O -0.13
11. H 0.00
12. H 0.11
13. H 0.10
14. H 0.13
15. H 0.14
16. H 0.16
17. H 0.08
18. H 0.17



Record 3
DFT (the ωB97M-V functional and the def2-TZVPD basis) results for a molecular structure, C36H35Br12N7O14 in a non-equilibrium geometry.

Values from the calculation:
Lowest unoccupied orbital energy in eV: -1.41
Electronic energy in a.u.: -33716.832689
Max |F| in eV Å⁻¹: 3.921

Geometry as ORCA input:
```
! RIJCOSX wB97M-V def2-TZVPD def2/J DEFGRID3
* xyz 0 1
C -3.434 2.039 -3.300
N -2.969 2.757 -4.529
O -2.804 3.954 -4.546
O -2.717 1.933 -5.441
H -3.551 2.744 -2.478
H -2.652 1.309 -3.090
H -4.338 1.474 -3.528
C -2.261 3.024 2.204
N -2.694 4.234 1.482
O -3.477 4.125 0.542
O -2.125 5.245 1.813
H -1.451 3.282 2.886
H -1.900 2.240 1.538
H -3.023 2.457 2.739
C 4.675 -5.849 -3.656
C 4.698 -5.351 -2.346
C 3.695 -4.560 -1.976
C 2.674 -4.168 -2.874
C 2.666 -4.704 -4.192
C 3.692 -5.595 -4.569
N 1.731 -3.151 -2.402
O 1.644 -2.882 -1.195
O 0.891 -2.688 -3.145
H 5.429 -6.513 -4.050
H 5.526 -5.708 -1.753
H 3.666 -4.091 -1.004
H 1.875 -4.563 -4.914
H 3.822 -6.043 -5.543
C 3.031 7.647 5.418
C 2.113 6.682 5.920
C 1.940 5.443 5.308
C 2.645 5.075 4.170
C 3.547 6.026 3.638
C 3.720 7.295 4.256
N 2.490 3.740 3.445
O 1.849 2.860 3.990
O 2.983 3.674 2.390
H 3.161 8.627 5.852
H 1.512 6.973 6.769
H 1.135 4.789 5.611
H 4.004 5.762 2.695
H 4.383 7.950 3.712
C -0.832 -2.897 -7.267
C -0.434 -2.488 -5.982
C -1.450 -2.102 -5.085
C -2.753 -1.970 -5.488
C -3.136 -2.222 -6.790
C -2.192 -2.800 -7.651
N -3.763 -1.682 -4.464
O -4.739 -0.940 -4.734
O -3.458 -2.187 -3.350
H -0.132 -3.233 -8.017
H 0.567 -2.363 -5.597
H -1.163 -1.811 -4.085
H -4.173 -2.280 -7.089
H -2.572 -3.056 -8.629
C -2.233 -4.331 1.594
C -2.609 -3.033 1.870
C -2.853 -2.638 3.204
C -2.719 -3.626 4.238
C -2.199 -4.860 3.866
C -1.987 -5.269 2.584
N -2.803 -3.260 5.661
O -2.882 -2.019 5.917
O -2.959 -4.129 6.485
H -2.018 -4.574 0.564
H -2.882 -2.357 1.074
H -3.265 -1.668 3.441
H -1.907 -5.533 4.659
H -1.433 -6.170 2.368
C -0.114 -1.049 0.467
C 0.354 -0.103 1.356
C 0.363 1.241 0.972
C -0.016 1.620 -0.329
C -0.506 0.640 -1.229
C -0.541 -0.694 -0.824
N 0.214 3.008 -0.790
O 0.316 3.233 -2.023
O 0.373 3.874 0.093
H -0.059 -2.086 0.766
H 0.711 -0.412 2.328
H 0.895 1.927 1.615
H -0.818 0.879 -2.235
H -0.735 -1.507 -1.508
C 0.163 6.657 -2.415
Br 0.726 5.705 -4.166
Br -1.710 6.207 -1.843
Br 0.603 8.592 -2.568
H 0.841 6.173 -1.712
C 3.708 -0.094 0.238
Br 3.822 -0.091 2.216
Br 5.247 -1.063 -0.687
Br 3.588 1.777 -0.426
H 2.767 -0.613 0.053
C -2.259 1.318 5.654
Br -1.226 0.246 4.372
Br -4.085 1.818 5.083
Br -1.247 2.935 6.235
H -2.273 0.765 6.593
C 1.940 -4.704 3.212
Br 2.075 -5.278 1.314
Br 0.699 -3.047 3.416
Br 3.867 -4.367 3.822
H 1.498 -5.503 3.807
*
```

These are the Löwdin partial charges, in e, on atoms 1 to 99:
1. C 0.05
2. N -0.41
3. O 0.06
4. O 0.02
5. H 0.09
6. H 0.07
7. H 0.09
8. C -0.01
9. N -0.43
10. O 0.03
11. O 0.07
12. H 0.08
13. H 0.08
14. H 0.01
15. C -0.08
16. C -0.06
17. C -0.06
18. C -0.10
19. C 0.03
20. C -0.06
21. N -0.29
22. O 0.02
23. O 0.07
24. H 0.11
25. H 0.12
26. H 0.07
27. H 0.11
28. H 0.11
29. C -0.06
30. C -0.06
31. C -0.02
32. C -0.10
33. C 0.01
34. C -0.07
35. N -0.36
36. O 0.04
37. O 0.07
38. H 0.10
39. H 0.10
40. H 0.07
41. H 0.11
42. H 0.10
43. C -0.06
44. C -0.05
45. C -0.01
46. C -0.17
47. C 0.00
48. C -0.06
49. N -0.29
50. O 0.06
51. O 0.04
52. H 0.10
53. H 0.09
54. H 0.09
55. H 0.12
56. H 0.10
57. C -0.09
58. C -0.08
59. C -0.03
60. C -0.15
61. C -0.07
62. C -0.09
63. N -0.32
64. O -0.02
65. O 0.10
66. H 0.11
67. H 0.11
68. H 0.08
69. H 0.12
70. H 0.11
71. C -0.10
72. C -0.16
73. C -0.06
74. C -0.16
75. C 0.02
76. C -0.05
77. N -0.30
78. O 0.00
79. O 0.04
80. H 0.06
81. H 0.01
82. H 0.09
83. H 0.10
84. H 0.09
85. C -1.41
86. Br 0.47
87. Br 0.56
88. Br 0.51
89. H -0.05
90. C -1.42
91. Br 0.57
92. Br 0.50
93. Br 0.61
94. H -0.06
95. C -1.46
96. Br 0.66
97. Br 0.61
98. Br 0.56
99. H -0.03



Record 4
DFT (the ωB97M-V functional and the def2-TZVPD basis) results for a molecular structure, C36H55AsAuBrN4O3SSi3.

Values from the calculation:
Lowest unoccupied orbital energy in eV: -6.49
Electronic energy in a.u.: -8061.314822
Max |F| in eV Å⁻¹: 0.591

Geometry as ORCA input:
```
! RIJCOSX wB97M-V def2-TZVPD def2/J DEFGRID3
* xyz 2 1
Au -0.178 -0.716 -0.495
O -3.764 3.010 -0.187
C -4.123 2.528 -1.420
C -5.148 3.075 -2.175
C -5.428 2.546 -3.426
C -4.691 1.481 -3.923
C -3.669 0.938 -3.159
C -3.381 1.453 -1.903
C -2.300 0.880 -1.020
O -1.846 -0.339 -1.526
N -1.167 1.850 -0.876
N 0.067 1.357 -1.100
C 1.035 2.104 -1.469
C 2.396 1.641 -1.729
Br 2.572 -0.141 -2.355
C 3.403 2.517 -1.609
C 4.852 2.444 -1.752
C 5.546 3.647 -1.558
C 6.924 3.702 -1.656
C 7.639 2.549 -1.949
C 6.967 1.349 -2.143
C 5.587 1.291 -2.048
H -4.368 3.712 0.080
H -5.720 3.912 -1.790
H -6.229 2.973 -4.015
H -4.912 1.075 -4.900
H -3.088 0.102 -3.528
H -2.720 0.744 -0.010
H -1.318 2.811 -1.158
H 0.849 3.170 -1.593
H 3.059 3.506 -1.311
H 4.989 4.550 -1.335
H 7.439 4.642 -1.510
H 8.717 2.585 -2.031
H 7.523 0.452 -2.377
H 5.094 0.344 -2.207
C 5.718 2.219 2.038
C 4.604 2.325 3.075
C 3.227 2.532 2.462
N 2.845 1.339 1.694
C 1.665 0.804 1.556
S 1.591 -0.856 1.030
N 0.535 1.475 1.903
C 0.290 2.852 1.620
O 1.086 3.472 0.959
C -0.978 3.398 2.148
C -1.762 2.732 3.090
C -2.938 3.307 3.541
C -3.331 4.549 3.060
C -2.545 5.222 2.132
C -1.371 4.650 1.677
H 6.684 2.104 2.527
H 5.761 3.114 1.416
H 5.606 1.360 1.370
H 4.791 3.181 3.725
H 4.588 1.445 3.723
H 3.214 3.393 1.791
H 2.465 2.689 3.226
H 3.609 0.806 1.293
H -0.272 0.895 2.081
H -1.453 1.786 3.517
H -3.539 2.798 4.281
H -4.244 5.002 3.424
H -2.842 6.199 1.776
H -0.745 5.163 0.960
C 2.266 -4.262 0.350
Si 0.577 -4.401 1.119
C -0.114 -6.115 0.891
C 0.528 -3.886 2.906
As -0.945 -2.986 -0.118
Si -2.984 -2.645 1.092
C -3.374 -4.272 1.905
C -2.555 -1.306 2.323
C -4.296 -2.132 -0.115
Si -1.366 -3.974 -2.295
C -2.563 -5.346 -1.904
C 0.287 -4.581 -2.893
C -2.105 -2.711 -3.428
H 2.915 -5.001 0.829
H 2.736 -3.288 0.480
H 2.241 -4.492 -0.715
H 0.481 -6.804 1.498
H -0.045 -6.454 -0.143
H -1.150 -6.202 1.221
H 1.201 -4.535 3.471
H -0.469 -4.003 3.334
H 0.855 -2.855 3.054
H -2.607 -4.591 2.611
H -3.513 -5.062 1.164
H -4.312 -4.178 2.458
H -1.681 -1.581 2.918
H -3.393 -1.143 3.005
H -2.367 -0.359 1.809
H -4.545 -2.951 -0.793
H -3.996 -1.276 -0.720
H -5.208 -1.872 0.430
H -2.185 -6.050 -1.163
H -2.764 -5.910 -2.819
H -3.518 -4.951 -1.554
H 0.698 -5.367 -2.258
H 1.015 -3.770 -2.962
H 0.166 -5.000 -3.895
H -3.063 -2.344 -3.057
H -2.270 -3.193 -4.395
H -1.448 -1.852 -3.576
*
```

These are the Löwdin partial charges, in e, on atoms 1 to 99:
1. Au 0.76
2. O 0.05
3. C -0.27
4. C 0.00
5. C -0.06
6. C -0.06
7. C -0.01
8. C -0.12
9. C -0.40
10. O -0.37
11. N 0.04
12. N -0.12
13. C -0.18
14. C -0.62
15. Br 0.81
16. C -0.08
17. C -0.23
18. C -0.04
19. C -0.06
20. C -0.05
21. C -0.06
22. C -0.05
23. H 0.11
24. H 0.12
25. H 0.12
26. H 0.11
27. H 0.10
28. H 0.12
29. H 0.15
30. H 0.15
31. H 0.12
32. H 0.12
33. H 0.11
34. H 0.11
35. H 0.11
36. H 0.04
37. C -0.09
38. C -0.22
39. C -0.15
40. N 0.08
41. C -0.68
42. S 0.65
43. N 0.13
44. C -0.39
45. O 0.09
46. C -0.15
47. C -0.03
48. C -0.05
49. C -0.05
50. C -0.06
51. C -0.01
52. H 0.09
53. H 0.08
54. H 0.07
55. H 0.12
56. H 0.12
57. H 0.12
58. H 0.13
59. H 0.13
60. H 0.10
61. H 0.11
62. H 0.12
63. H 0.12
64. H 0.12
65. H 0.13
66. C -0.20
67. Si 0.31
68. C -0.20
69. C -0.21
70. As 0.86
71. Si 0.33
72. C -0.20
73. C -0.21
74. C -0.18
75. Si 0.35
76. C -0.19
77. C -0.20
78. C -0.20
79. H 0.05
80. H -0.01
81. H 0.02
82. H 0.05
83. H 0.03
84. H 0.03
85. H 0.05
86. H 0.02
87. H 0.00
88. H 0.02
89. H 0.03
90. H 0.05
91. H 0.03
92. H 0.05
93. H -0.01
94. H 0.03
95. H 0.02
96. H 0.05
97. H 0.02
98. H 0.05
99. H 0.02



HOMO-LUMO gap, record by record: 10.64 8.69 8.17 6.21 eV